Entry 1:
C4H6BiO2 as an isolated structure. Source: the OMol25 dataset; level of theory: ωB97M-V/def2-TZVPD.

Atoms and positions in Å:
O: -1.22597 -1.07279 -0.96866
C: -1.64014 0.06255 -0.30781
H: -0.19926 -0.89834 -1.29255
H: -1.35992 0.95802 -0.89462
C: 1.32579 -0.13720 -1.29840
C: 1.32916 0.40131 -0.05759
C: 0.46880 -0.16016 1.05358
O: -0.91515 0.22305 0.98762
Bi: -2.95080 -0.06097 1.49087
H: 1.86255 1.33407 0.19922
H: 1.97905 0.43230 -1.98871
H: 0.80768 0.17914 2.04314
H: 0.51822 -1.26097 1.03389

As for the HOMO energy (alpha / beta): -0.2607 / -0.2589 Eh. The LUMO energy (alpha / beta) comes out at -1.85 / -2.37 eV. As for the energy above the lowest of the compared OMol25 structures with the same formula, charge and spin: 1.727 eV. As for the orbital gap (alpha / beta): 5.2439 / 4.6777 eV. Its spin multiplicity is 2.

Entry 2:
A 3-piece molecular cluster, C19H26Br4N2O overall. Source: the OMol25 dataset; level of theory: ωB97M-V/def2-TZVPD.

Atoms and positions in Å:
C: -1.12268 -2.21349 6.21377
C: -1.14934 -1.10570 5.00103
C: -1.09156 0.53540 5.19679
C: -1.08193 1.53133 3.85478
C: -1.15420 0.94335 2.29469
C: -1.18310 2.01964 1.05692
C: 0.25247 2.24420 0.29745
C: -2.43955 1.66567 0.02818
C: -1.20218 -0.69281 2.10104
O: -1.23566 -1.34535 0.78316
C: 0.10754 -1.52963 0.21231
C: 0.99044 -2.73677 0.89661
C: 0.46552 -4.26199 0.45466
N: -0.06496 -5.45482 0.27680
C: 2.61342 -2.59460 0.51822
C: 3.39508 -3.43300 1.73605
N: 3.94738 -4.05714 2.75029
C: -1.21649 -1.66408 3.46147
H: -0.39776 -3.10422 5.93051
H: -0.72249 -1.72087 7.21519
H: -2.17467 -2.71849 6.43072
H: -1.02233 0.98761 6.27648
H: -1.03881 2.71172 3.98539
H: -1.46872 3.07169 1.54194
H: 1.12341 1.55424 0.66666
H: 0.04559 2.19062 -0.86022
H: 0.60927 3.36124 0.50499
H: -3.30172 2.46677 0.22113
H: -2.90357 0.62101 0.32177
H: -2.11890 1.71414 -1.10087
H: 0.75380 -0.55408 0.25008
H: -0.05904 -1.78410 -0.94216
H: 0.96826 -2.72602 2.09014
H: 2.86977 -2.99890 -0.55003
H: 2.99160 -1.47045 0.64810
H: -1.27288 -2.83258 3.31120
Br: -1.09639 1.54437 -3.19812
C: -1.31885 3.15476 -4.27582
C: -0.47858 4.29056 -3.74079
Br: -1.29312 5.08499 -2.15628
H: -2.38898 3.37879 -4.29838
H: -0.99030 2.87184 -5.27995
H: -0.42194 5.10491 -4.46895
H: 0.53420 3.98791 -3.46127
Br: 2.78728 1.19792 -4.54629
C: 2.66582 -0.50493 -5.48961
C: 1.28492 -1.10387 -5.36021
Br: 1.02892 -1.91341 -3.60397
H: 3.45715 -1.14706 -5.09293
H: 2.88662 -0.26709 -6.53409
H: 1.15153 -1.92346 -6.07230
H: 0.48072 -0.37573 -5.49624

As for the HOMO energy: -0.3057 Eh. The LUMO energy comes out at 0.17 eV. As for the SMILES: Cc1ccc(C(C)C)c(OC[C@@H](C#N)CC#N)c1.BrCCBr.BrCCBr. As for the orbital gap: 8.4921 eV.

Entry 3:
C36H54GeN4O9P2ReS2 as an isolated structure. Source: the OMol25 dataset; level of theory: ωB97M-V/def2-TZVPD.

Atoms and positions in Å:
Re: -0.24582 0.80695 -0.53070
C: -1.90154 -4.03828 3.56301
C: -1.47268 -2.66582 4.04161
C: -2.62659 -1.87192 4.62404
O: -0.80359 -1.87278 2.98673
P: -1.06574 -1.78970 1.44643
O: -0.01833 -0.84792 0.91750
C: -2.79362 -1.35128 1.14338
P: -3.02521 -0.97536 -0.61226
O: -1.81690 -0.31769 -1.24204
O: -3.24443 -2.26375 -1.45846
C: -4.41930 -3.15297 -1.30139
C: -5.09613 -3.24825 -2.65185
C: -3.94961 -4.50114 -0.79061
O: -4.31505 -0.11988 -0.53718
C: -4.98302 0.61855 -1.63291
C: -4.68239 2.09051 -1.44449
C: -6.45920 0.30029 -1.54426
O: -0.97338 -3.19230 0.74349
C: 0.28452 -3.70203 0.16722
C: 0.15247 -3.67018 -1.34883
C: 0.51694 -5.09831 0.70417
H: -2.29891 -4.59682 4.40885
H: -1.06211 -4.59766 3.15616
H: -2.68434 -3.97163 2.80403
H: -0.68641 -2.76769 4.78794
H: -3.43454 -1.75229 3.89989
H: -2.29783 -0.89151 4.96703
H: -3.02340 -2.40934 5.48401
H: -3.06855 -0.46550 1.71298
H: -3.44542 -2.18020 1.42492
H: -5.09982 -2.68692 -0.58155
H: -4.42895 -3.71408 -3.37682
H: -5.37814 -2.26212 -3.02138
H: -5.99551 -3.85612 -2.56305
H: -3.38524 -5.01941 -1.56655
H: -4.81236 -5.11174 -0.52754
H: -3.31502 -4.39187 0.08712
H: -4.56998 0.26188 -2.58027
H: -5.11917 2.44470 -0.51017
H: -5.11296 2.66295 -2.26451
H: -3.60624 2.26666 -1.41752
H: -6.85573 0.62072 -0.58077
H: -6.64581 -0.76684 -1.66271
H: -6.99243 0.83371 -2.32990
H: 1.08871 -3.03759 0.48504
H: -0.40923 -4.53302 -1.70642
H: 1.14305 -3.69528 -1.80505
H: -0.39505 -2.77690 -1.66333
H: -0.34651 -5.72914 0.49058
H: 0.68557 -5.07792 1.77952
H: 1.39295 -5.53611 0.22659
C: 2.17242 -0.95874 -4.90340
C: 1.37011 0.25202 -4.62821
N: 1.03427 1.16624 -5.46518
N: 0.26057 2.04898 -4.77311
C: 0.09411 1.70894 -3.49878
S: -0.78229 2.44689 -2.25953
N: 0.79821 0.55379 -3.38583
N: 0.94353 -0.10670 -2.15764
H: 2.49737 -0.92916 -5.94017
H: 1.56867 -1.85741 -4.75854
H: 3.05200 -1.01936 -4.25957
H: -0.11689 2.86072 -5.23903
H: 1.93548 -0.26104 -1.98283
H: 0.48958 -1.02337 -2.19857
C: -0.49785 1.61532 3.69101
S: -0.91818 2.45061 2.19800
O: -1.49309 3.71354 2.42684
O: 0.65010 2.65782 1.56111
O: -1.53620 1.55637 1.21576
H: 0.27440 2.21071 4.17664
H: -0.14550 0.61588 3.44084
H: -1.39245 1.58792 4.31218
C: 0.82028 1.95356 0.47277
Ge: 3.25677 2.50081 0.53590
C: 4.14032 1.94186 -1.11533
C: 5.37239 1.30231 -0.95413
C: 6.23204 1.17760 -2.03657
C: 5.86730 1.68254 -3.27630
C: 4.63555 2.30589 -3.44353
C: 3.77238 2.43730 -2.36866
C: 2.92459 4.40908 0.74030
C: 3.44329 5.11450 1.82369
C: 3.18275 6.47140 1.94276
C: 2.39954 7.11724 0.99607
C: 1.88296 6.41194 -0.08416
C: 2.14170 5.05826 -0.21410
C: 3.57693 1.26676 2.00950
C: 3.70457 1.70221 3.32831
C: 4.02245 0.79390 4.32721
C: 4.19648 -0.54807 4.01659
C: 4.05348 -0.98953 2.70580
C: 3.74275 -0.08517 1.70429
H: 5.67121 0.91891 0.01401
H: 7.19163 0.69632 -1.90311
H: 6.54772 1.59744 -4.11292
H: 4.36301 2.71266 -4.40881
H: 2.81687 2.93584 -2.49564
H: 4.07364 4.62575 2.55633
H: 3.59015 7.02407 2.77862
H: 2.19060 8.17339 1.09938
H: 1.27682 6.92000 -0.82235
H: 1.72552 4.50452 -1.05001
H: 3.57215 2.74854 3.57615
H: 4.15255 1.13606 5.34547
H: 4.44996 -1.25334 4.79698
H: 4.20762 -2.03352 2.46617
H: 3.64163 -0.42072 0.67757

As for the charge: +3. As for the HOMO energy: -0.5839 Eh. The LUMO energy comes out at -9.20 eV. As for the orbital gap: 6.6866 eV.

Question: Number 1 is which compound?
Answer: C4H6BiO2